104
Properties=species:S:1:pos:R:3:forces:R:3 method="wB97M-V/def2-TZVPD" homo_ev=-5.228 de_lowest_kcal_mol=109.3 lumo_ha=0.04982 total_charge=-1 homo_lumo_gap_ev=6.58 max_force_ev_per_a=11.3
N -4.165 3.105 -1.594 9.291 -6.131 1.926
C -1.069 -0.412 1.432 -0.861 -0.951 0.064
H -2.039 -4.382 0.740 1.053 0.999 0.714
O -2.277 1.119 -1.156 -3.614 5.765 -1.162
H 6.429 1.200 2.502 1.543 1.817 -0.008
H -6.663 1.607 -0.836 0.097 -0.077 0.057
C 6.932 3.315 1.546 0.861 0.395 1.623
S 6.267 2.725 -0.104 -0.579 -1.109 0.229
C -5.776 -0.352 -0.828 0.074 0.272 0.637
H -2.351 4.896 1.628 0.044 0.009 -0.004
H -5.882 -0.513 -1.907 -0.097 0.027 0.102
H -2.068 -2.548 3.094 -0.593 -0.369 -2.398
H 0.418 6.922 2.672 -0.057 0.060 0.011
C 7.339 -4.968 0.831 -0.565 0.858 0.436
C 6.547 0.846 -0.312 0.443 -1.382 0.607
H -3.408 -4.319 -1.038 -0.115 0.054 -0.143
H -0.874 -3.193 0.568 -0.566 -0.567 0.820
C -3.582 -4.261 -4.324 -0.394 -0.453 0.185
H -3.464 -3.179 1.903 2.157 0.802 0.431
C 4.199 0.458 -1.136 -0.898 1.455 -0.697
H 7.103 -4.670 1.962 0.548 -0.968 -2.368
H -1.822 6.043 2.869 0.049 0.102 -0.096
H 6.719 3.934 4.215 -0.384 -2.518 -0.164
H -2.016 6.601 -0.168 0.059 -0.057 0.153
H 7.475 -2.150 0.758 -2.505 -0.247 -0.443
C -2.114 6.898 0.884 0.056 -0.052 0.585
C 3.087 1.271 -0.210 0.759 0.785 -1.088
N 5.366 -0.099 -0.323 2.482 1.374 -1.818
H 0.365 9.050 0.603 -0.160 -0.129 0.034
H 0.267 7.360 0.044 -0.045 -0.018 0.035
H -3.166 -6.810 -2.615 0.018 0.050 -0.030
O -8.144 0.226 -0.612 -0.111 -0.372 0.528
H -9.088 0.433 1.211 0.013 -0.072 0.148
C -0.303 8.275 0.213 -0.277 0.226 0.199
C -6.553 -2.592 -0.855 0.338 0.082 0.207
H 6.928 -3.959 -1.186 -1.120 0.175 2.285
H -8.144 -1.075 1.035 0.038 0.012 -0.033
H -2.542 -8.046 -3.747 -0.103 -0.059 0.089
H -2.554 -1.506 0.023 -0.045 0.540 2.106
C 6.421 -3.979 -0.106 0.297 0.406 -0.342
C 7.085 2.151 2.691 0.395 0.735 1.491
C 6.573 2.754 4.164 0.085 0.136 0.055
H 1.149 2.580 1.098 -1.066 -0.892 -2.094
H 7.085 -6.094 0.631 0.607 2.175 0.473
H 3.326 2.429 -0.342 -0.582 -2.489 0.422
O -1.986 -6.111 -4.203 -0.484 -0.130 0.235
H -3.165 7.140 1.068 0.023 -0.053 -0.016
H 6.446 -1.565 -1.683 -1.160 0.386 2.006
C -3.114 2.346 -1.366 -6.012 0.356 -1.159
C 0.631 2.223 0.084 0.628 0.098 -0.647
H 5.692 -2.379 1.479 1.169 -0.039 -1.984
C 6.351 -2.427 0.512 0.817 -0.805 -1.500
H -3.026 -2.882 -2.006 0.107 0.011 0.078
H 0.473 5.313 3.448 0.031 0.060 0.118
H 4.743 -2.083 -1.066 1.992 1.551 0.814
H -9.691 -0.872 0.172 0.170 0.090 -0.042
H 3.295 1.007 0.913 -0.659 0.375 -2.140
C 1.531 1.032 -0.667 0.185 0.965 1.158
H -0.161 -1.053 1.060 -1.531 1.098 0.903
H -2.855 -5.485 -5.935 -0.035 0.020 0.010
H -6.690 0.835 0.758 0.032 -0.123 -0.092
H -7.481 -2.213 -1.287 -0.033 0.069 -0.016
S 8.196 0.382 -0.460 -2.943 0.464 0.336
H -4.418 -3.889 -4.924 0.032 -0.002 -0.028
H -2.771 -3.525 -4.385 -0.011 -0.157 0.027
N -1.423 -3.722 1.284 -1.360 0.688 -0.615
H -0.720 8.631 -0.735 0.104 -0.068 -0.103
O -1.362 8.085 1.149 0.389 -0.144 -0.325
C -1.701 5.756 1.818 0.053 -0.174 -0.677
H 6.202 4.146 1.994 1.214 -1.956 -1.406
C -3.085 -3.974 -2.023 -0.228 0.112 0.066
H -2.100 -4.393 -2.234 0.019 -0.025 -0.061
H 3.597 -0.352 -1.728 1.541 1.105 1.352
H -2.079 2.381 1.491 -0.243 -0.045 -0.338
H -0.975 -0.172 2.592 -0.070 -0.701 -2.345
C -8.787 -0.360 0.518 -0.073 0.275 -0.392
H -4.776 0.054 -0.646 -0.041 0.028 -0.056
H 1.322 1.151 -1.813 0.790 -0.382 2.030
C 5.735 -1.504 -0.741 -0.198 -1.889 0.621
C -2.373 -2.722 1.962 -1.186 0.596 -0.374
C -3.140 -5.616 -4.886 0.442 0.438 0.144
O -4.058 -4.385 -2.980 0.474 -0.061 -0.286
H 1.576 5.700 2.113 -0.114 -0.082 -0.051
C -2.448 -1.273 1.166 0.774 -0.459 1.152
C -6.813 0.655 -0.317 0.166 -0.114 -0.630
C -2.316 -7.104 -3.234 0.315 0.021 -0.206
H 5.320 -4.352 -0.282 2.179 0.466 0.584
H 1.208 -0.046 -0.317 0.536 2.125 -0.762
H -3.959 -6.344 -4.848 0.032 0.110 0.094
H 4.703 1.156 -1.963 -1.493 -1.304 1.651
H -1.442 -7.265 -2.595 -0.121 0.128 -0.164
H 8.240 1.902 2.856 -2.670 0.218 -0.751
H 8.484 -4.751 0.650 -2.360 -0.519 0.290
H 7.219 2.307 5.057 -1.516 0.804 -1.967
H -6.794 -3.413 -0.176 0.080 0.079 0.037
O -0.361 5.328 1.557 0.009 0.603 0.409
H -5.906 -2.976 -1.649 -0.090 -0.066 -0.114
H -3.385 -0.670 1.579 1.889 -1.256 -1.058
O -5.858 -1.590 -0.116 -0.435 -0.112 -0.353
C 0.567 5.854 2.502 -0.148 -0.343 -0.312
Ga -1.277 1.423 0.470 1.713 0.150 1.673
H 0.564 3.193 -0.608 0.364 -2.069 1.378
H 5.425 2.488 4.327 2.533 0.703 -0.286
H 7.963 3.890 1.375 -2.154 -1.515 0.329